{"formula": "C16H28N7PmS4", "method": "the ωB97M-V functional and the def2-TZVPD basis", "largest_force_ev_per_a": 0.35, "multiplicity": 5, "s2": 6.01, "homo_ev": [-7.16, -7.16], "orbital_gap_ev": [7.253, 7.304], "de_lowest_kcal_mol": 1.0, "total_energy_ev": -87376.5145, "e_lumo_ev": [0.10, 0.14], "charge": 0, "symbols": ["Pm", "S", "S", "S", "S", "N", "N", "N", "N", "N", "N", "N", "C", "C", "C", "C", "C", "C", "C", "C", "C", "C", "C", "C", "C", "C", "C", "C", "H", "H", "H", "H", "H", "H", "H", "H", "H", "H", "H", "H", "H", "H", "H", "H", "H", "H", "H", "H", "H", "H", "H", "H", "H", "H", "H", "H"], "coordinates": [[0.0205, 0.1859, 0.5328], [0.3621, -2.4009, 1.2542], [0.7362, -1.3877, -1.5487], [2.8156, -3.1022, -0.2731], [-1.5328, 2.4313, 1.3331], [-2.4582, -0.6584, -0.2102], [2.7422, 0.4084, 0.3225], [-3.8674, -2.4389, -1.1136], [-4.5171, -1.3147, 0.9421], [0.4030, 2.4571, -0.4848], [-0.1107, 0.1463, 3.2550], [-4.6345, -0.1344, -1.1887], [-4.6118, -1.4325, -1.8709], [-3.1423, -0.8586, 1.0906], [0.4500, 5.1779, -0.8703], [2.9280, 0.5106, 2.7538], [-3.2603, 0.3142, -0.9975], [0.7824, 1.0669, 4.0001], [1.3339, -2.3607, -0.2111], [-2.4994, -1.9643, -0.9344], [3.6224, 0.8137, 1.4392], [-5.2416, -0.3262, 0.1330], [-0.4398, 3.2334, 0.2191], [-0.4153, 4.6264, 0.0440], [1.8914, 1.5766, 3.1030], [-4.4934, -2.5832, 0.2011], [1.3040, 4.3554, -1.6110], [1.2430, 3.0043, -1.3758], [2.3873, 2.4348, 3.5648], [1.9875, 4.7523, -2.3477], [-1.0877, 5.2343, 0.6336], [2.4585, -0.4774, 2.6637], [3.0430, 0.8498, -0.5383], [-5.5184, -2.9350, 0.0736], [1.8748, 2.3121, -1.9207], [3.6511, 0.4191, 3.5677], [-6.2696, -0.6677, 0.0040], [-3.9378, -3.3223, 0.7803], [0.1846, 1.8947, 4.3773], [1.2066, 0.5555, 4.8676], [-3.1380, 0.0932, 1.6270], [-2.5723, -1.6027, 1.6514], [-4.1496, -1.3119, -2.8519], [-2.7778, 0.4345, -1.9695], [3.8065, 1.8881, 1.3598], [-5.6381, -1.7772, -2.0077], [2.8841, -0.5899, 0.1488], [0.0178, -0.8189, 3.5336], [-2.0255, -1.8291, -1.9028], [1.4307, 1.9849, 2.1929], [-1.9139, -2.6834, -0.3644], [0.4665, 6.2510, -1.0173], [-3.2494, 1.2685, -0.4735], [-5.2533, 0.6281, 0.6624], [4.5907, 0.3140, 1.3745], [-1.0727, 0.3933, 3.4526]], "lowdin_charge": [1.17, 0.37, 0.37, 0.47, 0.53, -0.19, -0.06, -0.08, -0.08, -0.12, -0.09, -0.08, -0.17, -0.22, -0.06, -0.20, -0.19, -0.25, -1.83, -0.22, -0.24, -0.16, -0.77, -0.09, -0.22, -0.16, -0.07, -0.14, 0.12, 0.10, 0.10, 0.10, 0.07, 0.13, 0.11, 0.12, 0.13, 0.13, 0.11, 0.12, 0.09, 0.10, 0.13, 0.13, 0.12, 0.13, -0.02, 0.05, 0.09, 0.07, 0.08, 0.11, 0.07, 0.13, 0.12, 0.06]}